# 1
The following is a quantum chemistry calculation of C17H27F9InO5 as an isolated structure at a distorted geometry, from the OMol25 dataset.

Structure (XYZ):
```
59
Properties=species:S:1:pos:R:3:mulliken_charge:R:1
In -4.28061 4.76703 1.36288 1.125
F -4.15493 -1.31290 0.18308 -0.262
F -3.91077 0.71966 -0.59029 -0.154
F -2.43283 -0.17633 1.72429 -0.248
F -0.16773 1.23374 2.11092 -0.354
F -1.43816 1.31419 -1.16038 -0.276
F 0.14862 0.16475 -0.24764 -0.321
F -1.41592 -1.53468 0.38315 -0.309
F 0.20791 2.65269 0.50969 -0.343
F -2.98330 -0.98161 -1.62632 -0.278
O 5.13803 0.56124 -0.50222 -0.461
O -6.09814 4.16982 0.52057 -0.839
O -5.97503 2.82241 3.37417 -0.284
O -5.22817 0.95394 2.38000 -0.487
O 4.46008 -4.29508 -2.02068 -0.310
C -5.19315 1.74823 3.29935 0.139
C 3.45683 -5.03576 -1.31971 -0.367
C -4.27389 4.59123 3.62279 -1.154
C -2.58872 3.57669 0.45612 -1.106
C 4.24027 -1.05853 -1.97124 -0.071
C -0.75231 1.86589 1.05925 0.965
C 5.52485 -0.41806 -1.46805 -0.587
C -1.03838 0.78251 0.00524 0.659
C -2.03800 -0.33934 0.46042 0.437
C -5.42494 3.84220 4.24200 -0.396
C -1.90828 2.72116 1.51828 -0.699
C -3.30271 -0.46167 -0.43113 0.594
C 3.09901 -6.21931 -2.20741 -0.566
C 3.72120 0.77641 -0.57420 -0.302
C 4.42086 -6.47899 -2.92389 -0.553
C 4.94537 -5.06358 -3.12235 -0.477
C 3.25128 0.09749 -1.85223 -0.457
H 5.09460 -7.04344 -2.27494 0.258
H -3.03349 2.99053 -0.33469 0.322
H 2.33228 -5.93039 -2.92959 0.277
H 2.72902 -7.07328 -1.64238 0.338
H 3.51833 1.84707 -0.56114 0.319
H -1.47215 3.39586 2.24846 0.397
H 3.94514 -1.87466 -1.31342 -0.029
H 3.25563 0.32606 0.30803 0.197
H 3.36129 0.77610 -2.70227 0.279
H 6.06056 0.08856 -2.28041 0.266
H 6.20205 -1.13555 -1.00199 0.276
H 3.87459 -5.36751 -0.36309 0.285
H 6.03468 -5.01197 -3.14288 0.283
H -1.90753 4.31643 0.06238 0.324
H 4.55945 -4.62467 -4.04943 0.286
H 4.33351 -1.45703 -2.98004 0.332
H -5.09622 3.34058 5.15480 0.319
H -4.55070 1.56651 4.17110 0.387
H -5.84652 3.65024 -0.24093 0.221
H -3.33625 4.11129 3.89846 0.266
H 2.21108 -0.21768 -1.80169 0.235
H 2.60643 -4.38379 -1.11771 0.235
H 4.31406 -7.02448 -3.86045 0.328
H -6.22360 4.50294 4.53786 0.283
H -4.22209 5.60586 3.99911 0.454
H -2.64200 2.13417 2.05462 0.014
H -4.11048 6.50681 0.96777 -0.411
```

Properties
E in eV: -57935.412
Orbital gap in eV: 7.060
HOMO in eV: -4.93
Net charge: -1


# 2
The following is a quantum chemistry calculation of a 16-piece molecular cluster, C20H65BF5N31O19 overall at a distorted geometry, from the OMol25 dataset.

Structure (XYZ):
```
141
Properties=species:S:1:pos:R:3:mulliken_charge:R:1
F -1.72603 1.71405 1.64459 -0.280
F -2.39505 1.15343 -1.94403 -0.190
F -2.91502 2.96479 -0.52074 -0.261
F -0.93413 -0.02230 0.37716 -0.189
F -0.70514 2.40662 -0.86361 -0.244
O -8.87842 0.33576 4.52895 -0.645
O 5.00639 0.73981 -2.42466 -0.724
O 7.45547 4.64508 3.52480 -0.656
O -3.89416 -7.94868 1.28317 -0.756
O 1.93214 -3.16045 -0.08939 -0.714
O -2.21119 -10.28074 4.76057 -0.638
O 3.54140 11.35012 -3.21131 -0.665
O 7.89944 0.58309 -6.34968 -0.635
O -4.33705 -4.57463 -2.28877 -0.567
O 1.72148 7.09964 -0.34057 -0.662
O -4.11438 -2.00076 -4.83919 -0.724
O -4.59312 1.04821 1.02892 -0.326
O -2.92481 -3.28979 0.06101 -0.500
O 4.57805 -2.48393 4.25213 -0.630
O -6.71821 0.32929 1.78396 -0.663
O 9.22774 3.99601 -2.07799 -0.685
O -5.23833 -1.22994 0.63795 -0.272
O -2.39086 6.35805 3.52721 -0.708
O -2.79892 11.60454 3.29874 -0.660
N 3.04742 -4.15205 4.25817 -0.316
N -4.19786 -6.19748 -0.71871 -0.142
N -8.95096 -1.24421 2.91182 -0.291
N 4.38718 -1.07648 -3.62750 -0.402
N -4.07562 4.84716 3.52699 -0.341
N 3.69056 9.72945 -1.64002 -0.330
N -5.96044 -2.99677 -5.68508 -0.422
N -3.72746 -11.95901 4.77186 -0.354
N -10.55722 -1.18147 4.53462 -0.390
N -5.85723 -6.25533 -2.28144 -0.400
N 8.39255 4.22746 1.50946 -0.306
N -3.06130 -9.85845 0.38907 -0.376
N -4.57412 10.37175 2.62551 -0.350
N 9.69654 0.48971 -7.72164 -0.400
N 4.71214 -4.10852 5.82004 -0.399
N 1.44796 4.93147 -0.92246 -0.251
N 2.02974 9.66542 -3.20080 -0.330
N -2.63583 -2.16540 -2.15050 -0.367
N -2.70876 9.34954 3.45330 -0.259
N -2.06613 -11.89893 6.33537 -0.414
N 8.93257 1.83067 -2.66860 -0.440
N 3.38764 -1.89585 1.09399 -0.265
N 9.96634 0.93622 -5.49930 -0.242
N -3.88906 -3.84939 -6.12114 -0.418
N 2.28379 -1.00710 -0.69413 -0.350
N -2.47025 4.78039 1.90729 -0.049
N 7.18345 3.05650 -1.87481 -0.252
N 6.30618 3.43845 1.99399 -0.288
N -0.32148 6.14731 -0.14714 -0.353
N 5.07511 0.82094 -4.68601 -0.301
N -2.44197 -9.20108 2.48271 -0.340
C -5.63948 0.04583 1.19957 0.433
C -4.08829 -0.83344 -0.21003 0.264
C 8.49525 3.02597 -2.19858 0.544
C -2.94332 5.39117 3.02021 0.579
C -3.42548 0.17406 0.82975 -0.099
C 4.83361 0.19606 -3.51197 0.681
C -2.03663 1.86137 -0.76583 0.528
C 7.38997 4.13765 2.41600 0.531
C -2.02545 0.87092 0.50300 0.584
C -9.42519 -0.63273 4.02420 0.566
C -3.17731 -8.93918 1.38085 0.704
C -4.76750 -5.60956 -1.79269 0.514
C -4.62135 -2.89090 -5.50494 0.791
C -2.64010 -11.31269 5.25737 0.627
C 9.10877 0.66437 -6.51299 0.602
C 3.11606 10.31652 -2.71603 0.584
C 4.14111 -3.51401 4.74433 0.662
C -3.32454 10.51294 3.13714 0.574
C 0.99719 6.12327 -0.46221 0.568
C 2.49834 -2.09050 0.09233 0.799
B -3.21199 -2.11001 -0.76510 0.269
H 2.59291 -3.74124 3.45840 0.166
H 1.62747 -1.11268 -1.45133 0.212
H -6.22652 -7.10290 -1.89068 0.144
H -1.77935 9.41151 3.83602 0.170
H -6.31114 -5.84790 -3.08265 0.209
H 8.35725 3.81664 0.59269 0.167
H -1.85054 -10.00449 2.58243 0.165
H -3.28212 -1.72915 -2.83237 0.167
H 3.86247 -1.02695 1.26037 0.123
H 6.23313 3.01369 1.08702 0.156
H 9.56551 1.07301 -4.58371 0.220
H 9.21539 4.73868 1.78449 0.169
H -4.53609 -7.04718 -0.29702 0.158
H -2.48063 -10.67495 0.44902 0.173
H 2.42320 4.87345 -1.16743 0.153
H -5.06614 11.21457 2.37744 0.207
H -4.54379 4.05411 3.12586 0.149
H 1.66543 8.81583 -2.80724 0.170
H 9.09186 0.28589 -8.50086 0.232
H 10.68635 0.55227 -7.87649 0.160
H -0.93268 5.35656 -0.24057 0.157
H 5.40995 1.77012 -4.64132 0.207
H -1.62769 5.15628 1.50005 0.173
H -9.38678 -2.04049 2.48362 0.157
H -2.40290 -12.74527 6.75746 0.159
H -3.25676 -0.21403 1.90725 0.362
H 6.56475 2.26865 -1.96728 0.142
H 6.81838 3.92720 -1.52198 0.231
H 4.36965 -4.95365 6.23941 0.155
H -2.88902 -3.80472 -6.01057 0.208
H -3.59444 -9.69873 -0.45019 0.196
H -0.69553 7.01752 0.19937 0.165
H -11.02217 -1.97650 4.13594 0.155
H -4.28574 -4.58856 -6.67208 0.154
H -4.09595 -12.80636 5.16418 0.167
H -6.53942 -2.30187 -5.24205 0.209
H -4.66136 -0.38630 -1.11519 0.157
H 0.86920 4.11801 -1.02964 0.162
H 4.50065 10.18135 -1.24841 0.185
H -8.10874 -0.86557 2.50029 0.300
H -3.12388 8.44261 3.32786 0.175
H -3.38670 -5.74735 -0.32616 0.154
H -10.94116 -0.75486 5.36213 0.234
H 4.19627 -1.57525 -2.77217 0.196
H 8.34534 1.02137 -2.77503 0.164
H 1.57217 10.06939 -4.00156 0.192
H -1.94530 -3.45266 0.06443 0.293
H 5.53828 3.34865 2.63949 0.192
H 3.35416 8.87954 -1.21942 0.204
H -4.45886 5.27340 4.35541 0.215
H 5.52750 -3.66442 6.21066 0.226
H -2.90824 3.98672 1.47603 0.046
H -6.39623 -3.71982 -6.22790 0.159
H 2.67404 -4.99805 4.64860 0.165
H -2.50110 -8.54239 3.24144 0.178
H 4.23948 -1.54002 -4.50549 0.159
H -4.18277 -11.55300 3.96980 0.222
H -5.02382 9.48554 2.48488 0.162
H -2.45786 -3.15576 -2.41477 0.241
H 10.96150 1.00724 -5.61199 0.165
H 2.73779 -0.12061 -0.56240 0.111
H -1.25453 -11.44751 6.72540 0.221
H 3.57437 -2.67758 1.70092 0.072
H 9.90519 1.76689 -2.92074 0.261
H 4.94171 0.39406 -5.58472 0.151
```

Properties
E in eV: -121169.954
Orbital gap in eV: 9.053
HOMO in eV: -9.04


# 3
The following is a quantum chemistry calculation of a 2-piece molecular cluster, C24H25F2Si overall at a distorted geometry, from the OMol25 dataset.

Structure (XYZ):
```
52
Properties=species:S:1:pos:R:3:nbo_charge:R:1
Si -0.49365 -1.29133 2.28927 1.868
F -2.61215 1.48091 -5.43303 -0.321
F 4.58958 3.03553 -5.15319 -0.326
C 5.57179 3.30462 -1.64349 -0.182
C 2.01181 2.31410 -1.10427 -0.203
C -2.58493 -3.07261 3.65132 -0.185
C 5.65648 3.29142 -3.03768 -0.282
C -4.01930 1.09240 -2.02113 -0.177
C -2.53915 -4.04383 4.65327 -0.192
C 0.93648 1.86512 -1.83441 -0.174
C -2.69253 1.39000 -4.06086 0.429
C 3.23703 2.66736 -1.73289 -0.050
C 1.28471 -1.57577 1.75872 -1.168
C -1.88533 -2.17872 1.36999 -0.902
C -3.92852 1.17639 -3.44075 -0.298
C 4.51422 3.00554 -3.77884 0.415
C -0.87821 0.20528 3.31863 -1.171
C -0.36176 1.75001 -1.18353 -0.470
C -1.65718 1.57403 -1.89289 0.027
C -2.86182 1.22434 -1.24476 -0.253
C -0.93526 -4.33854 2.34922 -0.184
C -1.53805 1.53440 -3.29251 -0.306
C -1.69937 -5.15916 4.49030 -0.152
C 3.30413 2.70245 -3.15953 -0.278
C 4.38316 3.02698 -0.96693 -0.217
C -0.88913 -5.30927 3.35194 -0.190
C -1.78428 -3.21924 2.49840 -0.165
H -0.50803 2.32360 -0.24571 0.223
H -4.83557 1.07193 -4.05790 0.241
H 6.59399 3.50121 -3.54873 0.241
H -1.79325 0.76275 3.10858 0.292
H -0.21078 -6.16318 3.24823 0.245
H -2.88748 1.17242 -0.14320 0.198
H 1.52746 -1.87770 0.72869 0.297
H 4.28193 3.00957 0.12316 0.211
H -0.32356 -4.40407 1.44329 0.232
H -3.21650 -2.18105 3.72577 0.230
H -0.04053 0.90141 3.43066 0.288
H -0.99539 -0.42433 4.22350 0.262
H 6.44597 3.51594 -1.03283 0.223
H -2.84324 -1.63573 1.34950 0.276
H 1.13156 1.20387 -2.71566 0.221
H -3.14343 -3.91530 5.55776 0.245
H -1.62582 -5.88788 5.29572 0.241
H -4.99299 0.97239 -1.52849 0.225
H 1.97379 -0.76871 2.05329 0.285
H 1.95020 2.51450 -0.03392 0.197
H -1.65117 -2.58699 0.37500 0.282
H -0.57463 1.70127 -3.75973 0.231
H 2.41008 2.49141 -3.76413 0.229
H -0.20448 0.69208 -1.03034 0.232
H 1.40314 -2.44183 2.44712 0.262
```

Properties
E in eV: -38597.119
Orbital gap in eV: 5.264
Energy relative to the best compared isomer or geometry (same formula, charge and spin) in kJ/mol: 180.2
HOMO in eV: -10.05
Net charge: +1


# 4
The following is a quantum chemistry calculation of one molecule with the formula C6H7NO at a distorted geometry, from the OMol25 dataset.

Structure (XYZ):
```
15
Properties=species:S:1:pos:R:3:nbo_charge:R:1
O -0.62091 1.59184 0.70592 -0.499
N 1.48468 0.70336 0.14972 -0.418
C -0.01414 0.61288 0.07389 0.514
C 1.58126 -1.30719 -1.13245 -0.274
C 0.13731 -1.46682 -0.99022 -0.112
C -1.76762 1.26504 1.54084 -0.224
C 2.07800 -0.21211 -0.45401 0.059
C -0.64069 -0.43342 -0.46596 -0.371
H 2.27895 -1.87155 -1.53755 0.205
H -2.40029 1.21249 0.90634 0.149
H 3.17766 -0.16337 -0.57299 0.165
H -1.59592 -0.50475 -0.39953 0.202
H -1.87333 2.34354 2.05509 0.223
H -1.67329 0.30209 1.78361 0.192
H -0.15167 -2.07202 -1.66270 0.188
```

Properties
Structure (SMILES): COc1ccccn1
E in eV: -9868.220
Orbital gap in eV: 9.480
Energy relative to the best compared isomer or geometry (same formula, charge and spin) in kJ/mol: 428.1
HOMO in eV: -8.76


# 5
The following is a quantum chemistry calculation of a 4-piece molecular cluster, C10H14N4 overall at a distorted geometry, from the OMol25 dataset.

Structure (XYZ):
```
28
Properties=species:S:1:pos:R:3:nbo_charge:R:1
N 0.31943 -4.30704 -1.87883 -0.331
N 1.99460 0.59441 -0.28947 -0.493
N 0.43798 -0.96834 2.14912 -0.377
N -2.43310 1.00102 -2.08559 -0.349
C -2.20956 1.33400 -0.98070 0.297
C -0.43966 -3.41363 -1.79222 0.287
C -1.30606 -2.23267 -1.68602 -0.730
C -1.33906 -1.35967 3.91355 -0.719
C -1.87940 1.69949 0.37766 -0.742
C -0.37850 -1.12157 2.85696 0.322
C 1.43356 0.92485 -1.51086 -0.113
C 2.28643 1.86014 -2.11474 -0.300
C 3.09436 1.31062 -0.02171 -0.091
C 3.20558 2.17050 -1.20838 -0.306
H -2.36943 -2.46689 -1.63631 0.255
H 0.55897 0.36081 -1.79955 0.204
H -1.10223 -1.51661 -0.88989 0.251
H -1.75607 2.78244 0.38887 0.262
H -0.69534 -1.38973 4.79266 0.263
H 2.09707 2.19738 -3.12310 0.227
H 1.67651 -0.07094 0.40060 0.437
H 3.55346 1.30351 0.95583 0.215
H -1.77642 -2.31352 3.61860 0.263
H -1.13175 -1.66276 -2.59867 0.268
H -2.75108 1.55218 1.01527 0.255
H -2.03815 -0.53124 4.02778 0.256
H 3.84914 3.00040 -1.46039 0.216
H -0.90129 1.26287 0.57953 0.274
```

Properties
Structure (SMILES): c1cc[nH]c1.CC#N.CC#N.CC#N
E in eV: -16555.013
Orbital gap in eV: 7.816
Energy relative to the best compared isomer or geometry (same formula, charge and spin) in kJ/mol: 116.9
HOMO in eV: -7.70